Record 1
Here is a 2-piece molecular cluster, C4H14N2O2 overall from the OMol25 dataset. Energies are from ωB97M-V/def2-TZVPD.

XYZ file:
```
22
Properties=species:S:1:pos:R:3:forces:R:3:nbo_charge:R:1
C -2.113 1.002 -0.738 0.262 -0.105 -1.123 -0.423
N -1.309 -0.099 -1.294 0.496 0.236 1.268 -0.619
C 0.145 0.255 -1.279 -0.724 -2.339 -0.691 -0.240
C 0.935 -0.761 -0.388 0.889 3.272 -0.446 -0.079
N 0.391 -0.777 0.970 0.142 -1.220 -0.201 -0.857
C 2.467 -0.363 -0.379 -0.725 -0.650 0.078 -0.078
O 3.222 -1.487 0.052 0.510 -0.311 -0.085 -0.730
H -2.100 1.783 -1.529 -0.246 -0.083 0.822 0.194
H -1.711 1.405 0.223 -0.384 -0.111 -0.488 0.153
H -3.127 0.601 -0.651 0.021 0.460 0.276 0.204
H -1.412 -0.847 -0.606 0.082 -0.025 -0.315 0.356
H 0.469 0.053 -2.317 0.321 0.696 0.419 0.197
H 0.254 1.292 -0.994 0.417 0.277 0.104 0.184
H 0.872 -1.730 -0.862 -0.290 -0.459 0.138 0.190
H 0.499 0.085 1.495 0.224 0.131 -0.436 0.362
H 0.963 -1.473 1.440 -0.326 0.020 0.462 0.373
H 2.855 0.119 -1.311 -0.375 -0.572 0.480 0.168
H 2.634 0.299 0.460 -0.191 0.683 -0.101 0.178
H 3.294 -2.168 -0.624 -0.141 0.181 -0.140 0.466
O -2.231 0.866 3.105 0.469 -0.277 -0.047 -0.945
H -3.010 1.412 3.000 -0.171 0.085 -0.227 0.470
H -1.987 0.533 2.228 -0.257 0.111 0.251 0.475
```
Positions in Å, forces in eV/Å.

Structure (SMILES): CNC[C@H](N)CO.O
LUMO in Eh: 0.0300
HOMO level in eV: -9.002

Record 2
Here is C19H21BF2LiN4PS as an isolated structure from the OMol25 dataset. Energies are from ωB97M-V/def2-TZVPD.

XYZ file:
```
50
Properties=species:S:1:pos:R:3:forces:R:3:nbo_charge:R:1
Li 0.019 -1.844 -1.582 -0.313 0.481 0.785 0.810
N 0.787 -2.102 0.546 -0.184 -0.661 -0.845 -0.895
C 1.791 -1.100 0.666 0.261 1.120 0.829 0.129
C 3.108 -1.450 1.033 -0.806 0.469 -0.060 -0.241
C 4.049 -0.455 1.288 -1.165 0.824 -1.568 -0.187
C 3.717 0.882 0.955 -0.899 -0.240 0.639 -0.225
C 2.415 1.256 0.585 0.168 -1.769 0.817 -0.178
C 1.416 0.272 0.509 0.609 -0.764 -1.169 -0.342
P -0.266 0.563 -0.170 -1.711 -0.986 0.952 0.754
C -1.242 0.844 1.339 -0.901 -0.978 -3.763 -0.517
C -0.565 1.390 2.445 4.984 -1.436 3.707 -0.640
C -1.347 1.828 3.612 -2.360 2.709 1.080 -0.343
C -2.697 2.026 3.423 1.626 -0.694 2.420 -0.147
C -3.371 1.496 2.310 -1.516 -0.386 -0.817 -0.505
C -2.608 0.885 1.299 -1.212 0.558 -0.096 -0.118
C -0.222 2.053 -1.212 0.497 0.197 0.069 -0.344
C -1.304 2.911 -1.403 0.240 0.601 0.293 -0.197
C -1.155 4.002 -2.255 1.468 -0.399 0.885 -0.203
C 0.070 4.173 -2.926 -2.771 1.432 -1.286 -0.223
C 1.019 3.202 -2.932 1.940 0.470 -0.065 -0.210
C 0.921 2.208 -1.987 -0.083 -1.583 -0.507 -0.226
H -0.048 -1.972 1.118 0.322 0.270 -0.021 0.411
H 1.143 -3.048 0.655 0.046 0.330 0.239 0.380
H 3.335 -2.508 1.107 0.154 0.065 0.298 0.202
H 5.032 -0.722 1.602 0.538 -0.040 0.196 0.216
H 4.397 1.693 1.098 0.667 0.132 0.089 0.213
H 2.100 2.274 0.457 0.321 0.363 -0.171 0.230
H 0.233 2.096 2.225 0.204 0.736 -0.422 0.176
H -0.832 2.329 4.487 -0.530 -0.748 -1.075 0.201
H -3.245 2.391 4.316 0.072 0.020 -0.849 0.193
H -4.475 1.468 2.394 0.807 -0.112 -0.629 0.196
H -3.070 0.523 0.384 -0.345 -0.162 0.107 0.179
H -2.207 2.841 -0.818 -0.098 -0.305 0.204 0.232
H -1.858 4.812 -2.205 -0.441 0.053 -0.401 0.213
H 0.046 5.031 -3.616 0.700 -0.387 0.345 0.208
H 1.924 3.353 -3.555 -0.637 -0.403 0.422 0.213
H 1.625 1.360 -1.954 0.096 0.798 -0.014 0.210
N -1.845 -3.043 -1.627 0.350 0.189 -0.875 -0.681
N -1.441 -4.368 -1.921 0.194 -0.131 -0.182 -0.457
C -0.371 -4.575 -2.770 0.245 1.049 0.639 0.300
N -0.059 -5.826 -3.123 -0.232 -2.264 0.587 -0.781
S 0.588 -3.298 -3.315 -0.072 -0.245 -0.245 -0.310
H -2.296 -2.963 -0.724 0.062 -0.278 0.046 0.396
H -2.466 -2.696 -2.367 0.169 -0.185 0.470 0.382
H -2.059 -5.096 -1.568 0.422 -0.006 -0.516 0.393
H -0.575 -6.585 -2.613 0.970 0.902 -1.050 0.394
H 0.842 -6.093 -3.616 -1.840 0.979 1.033 0.449
F 1.441 0.221 3.600 1.170 -0.391 0.953 -0.498
B 0.179 0.183 3.259 -0.580 3.175 -2.287 1.277
F -0.573 -0.818 3.549 -0.607 -2.366 0.810 -0.492
```
Positions in Å, forces in eV/Å.

LUMO (alpha / beta) in Eh: -0.0268 / -0.0268
HOMO level (alpha / beta) in eV: -3.983 / -3.985

ΔE to the lowest compared entry with this formula, charge and spin (computed, eV): 1.4363; 0.0000